Record 1
This record from OMol25 describes a cluster of 2 separate species, C24H50Br3NO2 in total. The level of theory is ωB97M-V with the def2-TZVPD basis set.

Last column: Mulliken charge in e.
Element x y z (Å)
1 C 3.543 -3.091 -1.421  -1.3510
2 C 4.466 -2.464 -0.376  -0.2816
3 C 3.863 -1.200 0.252  -0.2284
4 C 4.193 0.060 -0.555  -0.8239
5 C 3.241 1.236 -0.311  -0.6201
6 C 2.953 1.534 1.174  -0.9737
7 C 1.560 1.101 1.674  -0.4547
8 C 0.738 2.200 2.355  -1.4025
9 C 0.476 3.414 1.467  -0.9916
10 C -0.438 3.111 0.281  1.0809
11 C -0.685 4.399 -0.536  -1.4199
12 C -0.448 4.369 -2.048  -0.0928
13 C 0.895 3.769 -2.454  -1.2702
14 Br -1.887 3.453 -3.010  -0.1751
15 O -1.628 2.532 0.808  -0.3942
16 C -2.140 1.385 0.158  -0.8612
17 C -3.681 1.356 0.121  0.6930
18 C -4.335 2.721 -0.098  -0.3811
19 N -5.475 2.920 0.793  -0.5059
20 C -6.626 2.104 0.428  -0.7849
21 O -4.064 0.477 -0.935  -0.3318
22 C -4.534 -0.822 -0.587  0.9826
23 C -4.904 -1.500 -1.909  -1.5543
24 C -3.540 -1.642 0.228  -0.6861
25 C -4.134 -2.954 0.739  -0.3126
26 C -3.255 -3.639 1.786  -1.2828
27 H 2.698 -3.587 -0.935  0.3079
28 H 4.067 -3.829 -2.032  0.3505
29 H 3.131 -2.327 -2.087  0.3766
30 H 5.430 -2.221 -0.837  0.2346
31 H 4.682 -3.205 0.399  0.1854
32 H 2.772 -1.314 0.312  0.1476
33 H 4.223 -1.095 1.281  0.3302
34 H 4.154 -0.197 -1.621  0.3744
35 H 5.227 0.365 -0.356  0.2890
36 H 3.662 2.129 -0.786  0.2602
37 H 2.301 1.029 -0.838  0.3054
38 H 3.707 1.029 1.786  0.6419
39 H 3.100 2.602 1.360  0.5912
40 H 1.671 0.271 2.380  0.6008
41 H 0.977 0.694 0.838  0.0871
42 H 1.223 2.518 3.284  0.3915
43 H -0.231 1.778 2.642  0.3921
44 H 0.052 4.241 2.047  0.5019
45 H 1.419 3.782 1.043  0.2730
46 H 0.073 2.365 -0.344  0.2615
47 H 0.013 5.166 -0.173  0.4620
48 H -1.689 4.767 -0.315  0.3390
49 H -0.519 5.390 -2.422  0.5227
50 H 1.205 4.144 -3.432  0.4395
51 H 1.661 4.035 -1.718  0.2665
52 H 0.851 2.681 -2.520  0.3406
53 H -1.784 1.308 -0.869  0.3547
54 H -1.786 0.498 0.698  -0.0799
55 H -4.068 0.966 1.073  0.4059
56 H -4.625 2.785 -1.159  0.2713
57 H -3.614 3.511 0.103  -0.0805
58 H -5.742 3.894 0.761  0.2756
59 H -6.465 1.065 0.731  0.1509
60 H -7.508 2.460 0.965  0.3782
61 H -6.833 2.110 -0.652  0.2876
62 H -5.444 -0.713 0.026  -0.1091
63 H -5.979 -1.650 -2.010  0.2762
64 H -4.403 -2.465 -2.023  0.4036
65 H -4.571 -0.859 -2.727  0.3658
66 H -2.651 -1.832 -0.389  0.2593
67 H -3.206 -1.071 1.099  0.3246
68 H -5.118 -2.742 1.176  0.3410
69 H -4.312 -3.640 -0.095  0.3250
70 H -3.809 -4.416 2.318  0.3920
71 H -2.381 -4.113 1.332  0.3004
72 H -2.907 -2.917 2.531  0.3148
73 Br 4.956 -6.427 0.086  -0.1315
74 C 6.865 -6.744 0.259  -0.5635
75 C 7.635 -5.467 0.475  -0.6084
76 Br 7.741 -4.399 -1.144  -0.1305
77 H 7.176 -7.256 -0.645  0.3642
78 H 6.984 -7.405 1.115  0.3359
79 H 8.661 -5.688 0.759  0.3628
80 H 7.173 -4.838 1.229  0.3641

Output
- Spin multiplicity: 1
- Charge: 0
- E_LUMO: 0.61 eV
- Orbital gap: 9.2 eV
- SMILES: CCCCCCCCC[C@H](C[C@@H](C)Br)OC[C@@H](CNC)O[C@@H](C)CCC.BrCCBr

=====

Record 2
This record from OMol25 describes a cluster of 3 separate species, C4H10N2O in total. The level of theory is ωB97M-V with the def2-TZVPD basis set.

Last column: Mulliken charge in e.
Element x y z (Å)
1 C 0.920 -0.040 0.005  -0.5817
2 C -0.235 -1.647 -0.593  -0.7330
3 C -1.639 -1.536 -0.066  -0.9694
4 C 0.206 0.492 -1.006  0.7272
5 N 1.003 2.036 1.712  -0.4795
6 O 1.655 1.832 0.468  -0.6035
7 N -0.460 0.962 -1.886  -0.4861
8 H 1.727 2.107 2.427  0.1843
9 H 0.557 2.953 1.683  0.1899
10 H -0.374 1.952 -2.097  0.3353
11 H 0.518 0.024 1.017  0.4005
12 H 1.905 -0.431 -0.196  0.2950
13 H 0.401 -2.327 -0.032  0.3614
14 H -0.151 -1.836 -1.662  0.4228
15 H -2.142 -2.509 -0.076  0.3257
16 H -1.647 -1.180 0.969  0.2947
17 H -2.243 -0.853 -0.666  0.3165

Output
- Spin multiplicity: 1
- Charge: 0
- ΔE to the lowest compared entry with this formula, charge and spin: 180.3 kcal/mol
- E_LUMO: 0.76 eV
- Orbital gap: 7.4 eV

=====

Record 3
This record from OMol25 describes a cluster of 2 separate species, C5H11O2 in total. The level of theory is ωB97M-V with the def2-TZVPD basis set.

Last column: Mulliken charge in e.
Element x y z (Å)
1 C 0.126 -1.641 -1.578  -0.2915
2 C -0.260 -2.730 -0.586  -0.9796
3 C -0.020 -0.179 -0.955  0.4641
4 O 1.020 0.506 -0.885  -0.7465
5 O -1.177 0.080 -0.557  -0.7315
6 H 1.178 -1.658 -1.883  0.2743
7 H -0.567 -1.669 -2.433  0.2058
8 H -0.206 -2.338 0.447  0.2589
9 H 0.303 -3.656 -0.756  0.2891
10 H -1.300 -3.037 -0.613  0.2672
11 C -0.458 1.589 2.364  -0.7281
12 C 0.687 2.184 1.546  -0.9027
13 H -1.151 0.947 1.801  0.2310
14 H -0.167 0.924 3.168  0.2497
15 H -1.139 2.423 2.566  0.2648
16 H 1.569 1.588 1.273  0.2780
17 H 0.431 2.389 0.509  0.2610
18 H 1.042 3.114 2.006  0.3358

Output
- Spin multiplicity: 1
- Charge: -1
- ΔE to the lowest compared entry with this formula, charge and spin: 15.3 kcal/mol
- E_LUMO: 4.26 eV
- Orbital gap: 8.2 eV

=====

Record 4
This record from OMol25 describes a structure of composition C12H36InO6S6. The level of theory is ωB97M-V with the def2-TZVPD basis set.

Last column: Mulliken charge in e.
Element x y z (Å)
1 In -1.626 -0.102 1.865  1.0008
2 C -3.988 6.324 5.751  -0.9229
3 S -4.533 4.751 6.513  0.5886
4 O -3.507 3.731 6.026  -0.5113
5 C -4.152 5.148 8.276  -0.8174
6 H -3.012 6.661 6.099  0.3411
7 H -4.623 7.142 6.090  0.3911
8 H -3.976 6.286 4.661  0.3232
9 H -3.402 5.936 8.344  0.2870
10 H -3.779 4.248 8.765  0.3333
11 H -5.017 5.525 8.821  0.3555
12 C -4.880 -6.405 -1.749  -0.8560
13 S -4.862 -4.744 -2.548  0.5690
14 O -3.764 -4.048 -1.772  -0.5344
15 C -3.929 -5.390 -4.014  -0.7508
16 H -3.993 -6.377 -1.117  0.3117
17 H -4.916 -7.278 -2.401  0.3497
18 H -5.700 -6.406 -1.031  0.3246
19 H -4.531 -5.235 -4.909  0.3200
20 H -3.739 -6.458 -3.912  0.2726
21 H -2.980 -4.865 -4.131  0.2938
22 C 1.438 7.658 1.184  -0.8790
23 S 2.256 6.189 0.461  0.5571
24 O 1.173 5.085 0.419  -0.5223
25 C 2.478 6.762 -1.222  -0.8402
26 H 2.130 8.491 1.304  0.3907
27 H 1.244 7.245 2.174  0.3056
28 H 0.554 7.979 0.633  0.3305
29 H 1.551 6.859 -1.787  0.3197
30 H 3.111 6.079 -1.790  0.3203
31 H 3.013 7.706 -1.113  0.3429
32 C 0.654 0.011 -6.494  -0.9178
33 S -0.850 0.799 -5.615  0.5310
34 O -0.390 1.026 -4.137  -0.5044
35 C -0.695 2.448 -6.380  -0.8428
36 H 1.028 -0.871 -5.974  0.3404
37 H 1.591 0.551 -6.636  0.3247
38 H 0.351 -0.390 -7.461  0.3755
39 H -1.229 2.527 -7.327  0.3657
40 H 0.337 2.783 -6.483  0.3097
41 H -1.201 3.066 -5.639  0.3280
42 C 0.941 -8.300 1.095  -0.8642
43 S 1.475 -6.800 2.109  0.5518
44 O 0.194 -5.966 2.127  -0.5047
45 C 1.384 -7.667 3.762  -0.8660
46 H 1.738 -9.011 0.876  0.3736
47 H 0.552 -7.956 0.137  0.3198
48 H 0.148 -8.806 1.646  0.3136
49 H 1.956 -7.062 4.465  0.3144
50 H 1.791 -8.677 3.820  0.3553
51 H 0.347 -7.630 4.097  0.3363
52 C 6.011 -0.797 0.624  -0.8774
53 S 4.987 -1.109 -0.885  0.5790
54 O 3.501 -1.004 -0.552  -0.4988
55 C 5.536 0.366 -1.795  -0.8913
56 H 5.805 0.173 1.077  0.3319
57 H 7.015 -0.766 0.200  0.3686
58 H 5.960 -1.646 1.306  0.3270
59 H 6.500 0.255 -2.290  0.3859
60 H 5.737 1.175 -1.093  0.3044
61 H 4.784 0.781 -2.467  0.3363

Output
- Spin multiplicity: 1
- Charge: +3
- ΔE to the lowest compared entry with this formula, charge and spin: 72.9 kcal/mol
- E_LUMO: -13.05 eV
- Orbital gap: 1.2 eV

=====

Record 5
This record from OMol25 describes a structure of composition C22H25MgN8O3S. The level of theory is ωB97M-V with the def2-TZVPD basis set.

Last column: Mulliken charge in e.
Element x y z (Å)
1 Mg -0.881 0.116 -0.812  0.6012
2 C 1.075 -3.511 1.454  -1.1286
3 N 0.586 -3.743 0.101  0.0779
4 C 1.132 -4.873 -0.640  -1.1066
5 C -0.129 -2.762 -0.514  0.5719
6 N -0.626 -1.728 0.078  -0.4303
7 N -0.328 -2.960 -1.871  0.0234
8 C -0.886 -2.109 -2.808  0.3627
9 N -0.914 -2.653 -4.061  -0.4027
10 N -1.352 -0.950 -2.522  -0.2099
11 H 1.488 -4.437 1.841  0.3188
12 H 0.270 -3.217 2.127  0.3907
13 H 1.852 -2.742 1.472  0.3847
14 H 1.607 -5.552 0.059  0.2828
15 H 1.888 -4.569 -1.371  0.3772
16 H 0.337 -5.435 -1.137  0.4035
17 H -0.396 -1.698 1.061  -0.0085
18 H 0.042 -3.813 -2.247  0.1619
19 H -0.422 -3.497 -4.290  0.1529
20 H -1.204 -2.080 -4.831  0.2101
21 H -1.695 -0.466 -3.343  0.1547
22 O 0.966 0.136 -1.264  -0.2415
23 N 1.637 1.200 -1.695  0.1195
24 C 2.938 1.040 -2.013  -0.1993
25 C 3.715 2.090 -2.414  -0.7868
26 C 3.132 3.360 -2.482  -0.2307
27 C 1.802 3.506 -2.187  -0.8208
28 C 1.002 2.407 -1.814  0.5890
29 S -0.667 2.521 -1.523  -0.5563
30 H 3.308 0.030 -1.916  0.4311
31 H 4.751 1.926 -2.670  0.4304
32 H 3.727 4.218 -2.766  0.4274
33 H 1.317 4.470 -2.241  0.4442
34 O 3.889 4.320 3.434  -0.4561
35 C 2.827 3.863 4.124  0.3907
36 O 2.706 4.086 5.292  -0.5168
37 C 1.821 3.075 3.338  0.3477
38 C 2.220 2.092 2.437  -0.8309
39 C 1.280 1.351 1.746  0.0938
40 C -0.077 1.586 1.957  -0.4052
41 C -0.476 2.583 2.848  -0.3258
42 C 0.468 3.313 3.545  -1.0866
43 N -1.013 0.853 1.209  0.2635
44 C -2.128 0.501 1.708  -0.5398
45 C -3.178 -0.057 0.852  0.7857
46 C -4.288 -0.694 1.391  -0.9435
47 C -5.313 -1.075 0.541  -0.3437
48 C -5.202 -0.778 -0.808  -0.7971
49 C -4.040 -0.170 -1.264  -0.0762
50 N -3.038 0.164 -0.464  -0.0666
51 H 3.805 4.141 2.491  0.3539
52 H 3.275 1.893 2.285  0.5178
53 H 1.578 0.584 1.041  0.4026
54 H -1.529 2.807 2.959  0.5873
55 H 0.167 4.082 4.244  0.4345
56 H -2.372 0.652 2.763  0.6295
57 H -4.340 -0.882 2.456  0.4585
58 H -6.192 -1.575 0.923  0.4560
59 H -6.005 -1.005 -1.495  0.4143
60 H -3.917 0.066 -2.313  0.4586

Output
- Spin multiplicity: 1
- Charge: +1
- ΔE to the lowest compared entry with this formula, charge and spin: 0.0 kcal/mol
- E_LUMO: -3.36 eV
- Orbital gap: 6.6 eV

=====

Record 6
This record from OMol25 describes a structure of composition C25H23MnN3O7S4. The level of theory is ωB97M-V with the def2-TZVPD basis set.

Last column: Mulliken spin population.
Element x y z (Å)
1 Mn -0.645 -0.609 -0.948  1.0379
2 C -0.992 6.475 -5.957  0.0000
3 C -0.873 7.876 -5.411  -0.0001
4 O -1.301 8.847 -5.984  0.0000
5 S 0.017 8.087 -3.863  0.0000
6 C -0.008 6.451 -3.182  -0.0011
7 C 1.122 5.638 -3.244  -0.0002
8 C 1.088 4.348 -2.750  0.0004
9 C -0.083 3.807 -2.180  -0.0076
10 C -1.209 4.656 -2.113  0.0000
11 C -1.170 5.949 -2.595  -0.0003
12 C -0.136 2.479 -1.706  0.0115
13 C -0.247 1.320 -1.309  -0.0375
14 H -1.435 6.527 -6.949  0.0000
15 H -1.611 5.863 -5.302  0.0000
16 H -0.010 6.004 -5.993  0.0000
17 H 2.030 6.023 -3.695  0.0000
18 H 1.966 3.718 -2.804  -0.0004
19 H -2.115 4.266 -1.667  -0.0008
20 H -2.048 6.582 -2.529  0.0000
21 O 0.647 -3.312 0.545  0.0018
22 S 0.468 -3.028 -0.954  -0.0033
23 O 0.994 -4.150 -1.690  0.0010
24 O -0.989 -2.764 -1.156  -0.0062
25 O 1.147 -1.738 -1.256  -0.0010
26 O -4.925 -0.120 0.009  0.0084
27 C -3.745 -0.148 -0.271  0.0161
28 N -2.602 -0.147 -0.553  -0.0224
29 S 1.408 -1.736 5.202  0.0003
30 C 0.782 -1.504 3.547  0.0028
31 C -0.108 -2.352 2.964  -0.0009
32 C -0.482 -2.112 1.594  0.0054
33 N -0.230 -0.878 1.047  -0.0207
34 C 0.635 -0.076 1.661  0.0206
35 C 1.212 -0.339 2.887  -0.0021
36 C 1.314 -3.493 5.397  -0.0002
37 C 1.852 -4.363 4.454  0.0000
38 C 1.791 -5.724 4.696  0.0001
39 N 1.261 -6.266 5.795  0.0001
40 C 0.744 -5.424 6.684  0.0001
41 C 0.735 -4.045 6.531  0.0000
42 H -0.482 -3.237 3.458  0.0002
43 H -1.411 -2.550 1.252  -0.0005
44 H 0.860 0.842 1.129  -0.0085
45 H 1.920 0.345 3.334  -0.0003
46 H 2.279 -3.981 3.536  0.0000
47 H 2.192 -6.419 3.966  0.0000
48 H 0.300 -5.873 7.568  0.0000
49 H 0.281 -3.407 7.278  0.0000
50 O -0.776 -0.690 -3.122  0.0040
51 S -1.784 -1.225 -4.086  -0.0012
52 C -2.761 0.242 -4.548  -0.0002
53 C -3.798 0.410 -3.447  -0.0015
54 C -4.371 -0.990 -3.243  -0.0001
55 C -3.168 -1.927 -3.129  0.0029
56 H -3.216 0.060 -5.526  0.0002
57 H -2.033 1.049 -4.616  0.0002
58 H -4.566 1.138 -3.716  0.0000
59 H -3.301 0.743 -2.533  0.0025
60 H -4.983 -1.260 -4.112  0.0002
61 H -4.992 -1.059 -2.350  -0.0005
62 H -3.344 -2.951 -3.454  0.0006
63 H -2.771 -1.946 -2.113  0.0004

Output
- <S²>: 0.804
- Spin multiplicity: 2
- Charge: -2
- ΔE to the lowest compared entry with this formula, charge and spin: 0.0 kcal/mol
- E_LUMO (alpha / beta): 3.83 / 3.83 eV
- Orbital gap (alpha / beta): 5.8 / 5.3 eV

=====

What is the formula in the third record? C5H11O2

=====

spin multiplicity of number 1 (C24H50Br3NO2)? 1

=====

The highest charge belongs to which entry? C12H36InO6S6